*1*
17
Properties=species:S:1:pos:R:3:nbo_charge:R:1 method="wB97M-V/def2-TZVPD" lumo_ev=0.8 e_homo_ha=-0.34604 orbital_gap_ev=10.26 smiles="C/N=C/[C@@H]1C(=O)N1OC"
C 2.9306 -0.3173 0.5451 -0.4235
N 1.7054 0.0623 0.0341 -0.3659
C 1.3443 1.2576 -0.0271 0.0641
C -0.2192 1.3657 -0.2241 -0.1357
C -1.1877 0.9454 0.8715 0.6789
O -1.5484 1.2008 1.9859 -0.5566
N -0.8783 0.1238 -0.0922 -0.1371
O -1.3960 -1.1153 -0.7266 -0.3660
C -2.7150 -1.4837 -0.8567 -0.2385
H 3.6024 0.5755 0.7796 0.1543
H 2.8282 -0.9963 1.3108 0.2142
H 3.4205 -0.8339 -0.3026 0.2107
H 1.9400 2.0190 0.4561 0.1661
H -0.6046 1.9926 -1.0890 0.1876
H -3.0508 -2.3037 -0.0871 0.1720
H -2.8032 -1.8590 -1.8278 0.1932
H -3.3682 -0.6337 -0.7499 0.1822

=====

*2*
17
Properties=species:S:1:pos:R:3:nbo_charge:R:1 method="wB97M-V/def2-TZVPD" lumo_ev=0.8 e_homo_ha=-0.35956 orbital_gap_ev=10.54 smiles="C#C[C@H](C)N(O)C(N)=O"
C -3.0830 0.4006 0.6436 -0.2870
C -2.0740 -0.2136 0.3975 0.0017
C -0.5532 -0.7336 0.1315 -0.0910
C 0.0391 -1.0285 1.5060 -0.6228
N 0.0647 0.3501 -0.5713 -0.2346
O -0.5105 0.5107 -1.8579 -0.5525
C 1.5489 0.0363 -0.7777 0.7771
N 2.2062 1.1897 -1.0809 -0.8195
O 2.1301 -1.0302 -0.7309 -0.5949
H -4.0009 0.8879 0.8867 0.2382
H -0.6187 -1.6306 -0.4910 0.2199
H 0.2469 -0.1029 2.0531 0.2182
H -0.6620 -1.6212 2.1014 0.2337
H 0.9672 -1.6011 1.4312 0.2360
H -0.7478 1.4525 -1.8545 0.4784
H 1.8336 2.0291 -0.6638 0.3973
H 3.2135 1.1048 -1.1228 0.4019

=====

Stability summary - winner: *2*; margin: 0.1032 hartree.

=====

*1*
17
Properties=species:S:1:pos:R:3:nbo_charge:R:1 method="wB97M-V/def2-TZVPD" lumo_ev=0.2 e_homo_ha=-0.28365 orbital_gap_ev=7.96
C 0.1383 -1.3662 -0.7892 0.2524
C 2.4040 -0.2217 0.0809 -0.2838
C 0.6577 -1.7900 0.4211 -0.2987
C -1.2579 1.5873 -0.5093 0.0519
C -1.7999 0.6530 0.2627 0.0281
N -0.2050 -1.0814 -1.8697 -0.3985
N 1.7068 -1.1020 0.8156 -0.3549
O -1.3387 1.6025 -1.9059 -0.6837
O -1.6380 0.6006 1.6697 -0.6989
H 3.1422 0.4409 0.3764 0.1985
H 2.3326 -0.0832 -0.9812 0.2136
H 0.1115 -2.5063 1.0730 0.2422
H -0.6934 2.3408 -0.0086 0.1684
H -2.4965 -0.0956 -0.0825 0.1841
H 1.9746 -1.2562 1.7921 0.4260
H -1.4935 0.8218 -2.2835 0.4898
H -1.5449 1.4558 1.9384 0.4635

=====

*2*
17
Properties=species:S:1:pos:R:3:nbo_charge:R:1 method="wB97M-V/def2-TZVPD" lumo_ev=0.4 e_homo_ha=-0.38225 orbital_gap_ev=10.85
N -0.5940 1.0261 -3.9449 -0.3045
C -0.1387 0.3436 -3.1104 0.2694
C -0.1751 -0.1016 -1.7044 -0.3476
N 1.0099 -0.5554 -1.0100 -0.4618
C 0.9002 -0.6015 0.2478 0.5742
C 1.8076 -0.7915 1.4326 -0.4970
C 0.5897 -0.3081 2.2344 -0.0590
O -0.1808 -0.2127 0.9950 -0.5260
H -0.4847 0.8304 -1.1869 0.2278
H -0.9565 -0.8821 -1.6573 0.2481
H 2.1093 -1.8308 1.6027 0.2421
H 2.6841 -0.1337 1.4491 0.2434
H 0.1315 -1.0369 2.9121 0.1944
H 0.6772 0.6745 2.7106 0.1947
O -2.7820 1.0547 -0.2660 -0.9724
H -2.0242 0.7367 0.2476 0.4898
H -2.5736 1.7883 -0.9519 0.4845

=====

*3*
17
Properties=species:S:1:pos:R:3:nbo_charge:R:1 method="wB97M-V/def2-TZVPD" lumo_ev=0.4 e_homo_ha=-0.31859 orbital_gap_ev=9.09
C 2.3006 0.1958 0.0736 -0.1074
C 1.0531 0.9980 -0.0326 -0.3033
C -0.1399 0.3700 -0.2552 0.2732
C -1.5617 0.9933 -0.2072 -0.3421
C -1.4330 -1.5490 -0.3292 0.3310
H 2.4890 -1.9428 -0.3286 0.4671
H 2.8372 -0.0012 -0.8686 0.1920
H 2.9477 0.7494 0.8573 0.1886
H 1.0762 2.1396 0.0060 0.2425
H -2.0206 1.0664 -1.2595 0.2148
H -1.7631 2.2304 -0.0324 0.2475
H -1.6735 0.4530 1.8197 0.2997
H -1.6327 -2.5768 -0.7091 0.2053
N -2.4566 0.2400 0.6434 -0.4201
N -2.4675 -1.1753 0.3272 -0.2838
O 2.5958 -1.1791 0.4833 -0.7246
O -0.1509 -1.0116 -0.1880 -0.4804

=====

Stability summary - winner: *2*; margin: 0.0817 hartree.

=====

*1*
17
Properties=species:S:1:pos:R:3:nbo_charge:R:1 method="wB97M-V/def2-TZVPD" lumo_ev=0.7 e_homo_ha=-0.36744 orbital_gap_ev=10.66 smiles="[H]/N=C/N1C[C@@H]1CC(=O)O"
H 0.4388 -2.8450 0.6792 0.3670
N -0.0011 -1.9022 0.6124 -0.7159
C 0.5498 -1.1105 1.4468 0.3150
N 0.1575 0.1926 1.6530 -0.4597
C -1.0111 0.7414 1.0206 -0.2454
C 0.2792 1.1672 0.5092 -0.0305
C 0.6885 0.7512 -0.9422 -0.5578
C -0.3141 0.3474 -1.9999 0.7806
O -0.5753 1.0168 -2.9915 -0.5736
O -0.9723 -0.8167 -1.8097 -0.6992
H 1.3502 -1.4735 2.1677 0.1722
H -1.5958 1.4231 1.6126 0.2108
H -1.6681 0.1116 0.4044 0.2197
H 0.7169 2.1265 0.7726 0.2210
H 1.2055 1.6239 -1.3245 0.2520
H 1.4253 -0.0869 -0.8152 0.2354
H -0.6738 -1.2671 -0.9954 0.5083

=====

*2*
17
Properties=species:S:1:pos:R:3:nbo_charge:R:1 method="wB97M-V/def2-TZVPD" lumo_ev="0.0 / 0.0" e_homo_ha="-0.33737 / -0.33740" orbital_gap_ev="9.18 / 9.18"
C -1.4425 1.3737 -0.2109 -0.0117
C -0.6518 -1.6974 -1.0803 0.7182
C -0.0333 1.4708 -0.8212 -0.3021
C -0.2102 -0.8196 0.0228 0.2095
C 0.1344 -1.6081 1.2126 -0.6577
N -2.0432 0.3473 0.2218 -0.3543
N 0.6565 0.2511 -0.3006 -0.6076
O -0.0899 -1.3177 -2.2277 -0.6487
O -1.2934 -2.7296 -0.9572 -0.5562
H -1.9025 2.3483 -0.3739 0.1859
H -0.3386 1.4160 -1.8690 0.2063
H 0.6831 2.3049 -0.6056 0.2389
H -0.5267 -2.4544 1.2081 0.2721
H -0.1761 -0.8877 2.1452 0.2133
H 1.1158 -1.7265 1.3774 0.2284
H 0.1034 -0.3706 -2.1075 0.4846
H 0.9797 0.5448 0.6155 0.3812

=====

Stability summary - winner: *1*; margin: 0.0646 hartree.

=====

*1*
23
Properties=species:S:1:pos:R:3:nbo_charge:R:1 method="wB97M-V/def2-TZVPD" lumo_ev=0.9 e_homo_ha=-0.31534 orbital_gap_ev=9.46 smiles="[H]/N=C(/C(=C)C)N(C)CC"
H 2.0464 0.7261 -1.0008 0.3245
N 1.5751 -0.1546 -1.1803 -0.7413
C 0.4548 -0.2388 -0.5663 0.4468
C -0.3911 -1.6035 -0.9463 0.0093
C -0.5121 -2.5626 -0.0268 -0.4194
C -0.8681 -1.6717 -2.3556 -0.6528
N -0.2215 0.6771 0.1584 -0.4489
C -1.3420 0.3708 1.0409 -0.4036
C 0.5437 2.0469 0.5313 -0.2040
C 1.5294 1.8676 1.6652 -0.6351
H -0.9475 -3.5284 -0.2720 0.1967
H -0.1085 -2.4530 0.9750 0.1965
H -1.5683 -0.8565 -2.5633 0.2163
H -1.3819 -2.6177 -2.5644 0.2131
H -0.0288 -1.5914 -3.0531 0.2409
H -1.7189 1.2774 1.5238 0.2041
H -1.0399 -0.3179 1.8350 0.1892
H -2.1743 -0.0498 0.4704 0.2146
H 1.0266 2.4373 -0.3684 0.2039
H -0.2319 2.7682 0.8041 0.2007
H 2.3214 1.1586 1.4052 0.2206
H 2.0044 2.8221 1.9213 0.2184
H 1.0331 1.4939 2.5666 0.2094

=====

*2*
23
Properties=species:S:1:pos:R:3:nbo_charge:R:1 method="wB97M-V/def2-TZVPD" lumo_ev=0.9 e_homo_ha=-0.31679 orbital_gap_ev=9.48 smiles=Cc1c[nH]cn1.CCC
C -0.6580 1.9087 -2.4576 -0.6328
C -1.3546 1.4822 -1.1985 0.1021
C -1.9667 2.2831 -0.2771 -0.1304
N -2.3920 1.4337 0.7075 -0.5217
C -1.9251 0.1954 0.3874 0.1613
N -1.2738 0.1939 -0.7432 -0.4653
H 0.4172 1.8081 -2.3253 0.2229
H -0.9393 2.9139 -2.7500 0.2115
H -1.0431 1.2728 -3.2568 0.2236
H -2.1242 3.3415 -0.4060 0.2208
H -2.9623 1.5464 1.5295 0.4177
H -2.3404 -0.6584 0.9020 0.1927
C 1.4361 -2.7003 0.2310 -0.6135
C 1.2294 -1.2523 0.6923 -0.4005
C 2.2376 -0.7975 1.7581 -0.6060
H 2.2793 -3.2088 0.7084 0.1992
H 1.6202 -2.7569 -0.8401 0.2080
H 0.5687 -3.3412 0.3909 0.2041
H 1.3497 -0.6371 -0.1953 0.2072
H 0.2523 -1.0773 1.1221 0.1992
H 1.9007 -1.0234 2.7629 0.1993
H 3.2448 -1.1959 1.5857 0.1968
H 2.4435 0.2696 1.6721 0.2039

=====

*3*
23
Properties=species:S:1:pos:R:3:nbo_charge:R:1 method="wB97M-V/def2-TZVPD" lumo_ev=0.9 e_homo_ha=-0.31671 orbital_gap_ev=9.52 smiles="C=C(C)[C@H]1[C@H](N)C[C@@H]1N"
C 2.3825 0.5288 -0.9892 -0.4262
C 1.4619 0.0548 -0.1907 0.0395
C 1.7271 -0.3794 1.2496 -0.6572
C -0.0412 0.0470 -0.4609 -0.2647
C -0.9362 -1.0995 -0.0018 -0.0530
N -1.0118 -2.0935 -0.9207 -0.8353
C -2.0802 -0.1803 0.4080 -0.4222
C -0.9777 0.9954 0.3371 -0.0195
N -1.3236 2.1614 -0.5067 -0.8421
H 2.1053 0.7524 -2.0777 0.2077
H 3.4059 0.4708 -0.6422 0.2017
H 0.9807 0.0851 1.9219 0.2125
H 2.7669 0.0127 1.4551 0.2129
H 1.7100 -1.4192 1.3219 0.2152
H -0.0814 0.3059 -1.5279 0.2214
H -0.3281 -1.3936 0.8996 0.1566
H 0.0148 -2.1843 -1.4708 0.3709
H -1.3257 -3.1755 -0.5742 0.3657
H -2.3734 -0.4403 1.4725 0.2040
H -2.9258 0.0667 -0.2624 0.2328
H -0.6214 1.3069 1.2822 0.1716
H -0.5358 2.8007 -0.6072 0.3553
H -1.9929 2.7770 -0.1157 0.3524

=====

*4*
23
Properties=species:S:1:pos:R:3:nbo_charge:R:1 method="wB97M-V/def2-TZVPD" lumo_ev=1.1 e_homo_ha=-0.32313 orbital_gap_ev=9.85 smiles=N[C@@H]1CC[C@H]2[C@H]1C[C@@H]2N
N 2.7827 -1.0538 0.1146 -0.8376
C 1.6216 -0.3916 -0.4113 -0.0389
C 1.6602 1.1805 -0.2341 -0.4150
C 0.2958 1.7826 0.2972 -0.4213
C -0.7205 0.4953 -0.0585 -0.2528
C 0.1530 -0.6748 0.1330 -0.2203
C -1.2100 -1.5508 -0.0323 -0.4118
C -1.8956 -0.2638 0.4886 -0.0326
N -3.1547 0.0662 -0.2330 -0.8494
H 2.7653 -1.4095 1.1600 0.3632
H 2.8486 -1.9377 -0.4966 0.3610
H 1.5916 -0.6099 -1.4673 0.1828
H 2.5857 1.4733 0.3759 0.2114
H 2.0161 1.5375 -1.0978 0.2031
H 0.1297 2.8787 0.0032 0.2219
H 0.5208 1.8038 1.4055 0.2010
H -1.1414 0.6686 -1.0496 0.2003
H 0.4912 -0.7327 1.2699 0.1777
H -1.2142 -2.3588 0.7965 0.2267
H -1.6838 -1.7927 -1.0797 0.2236
H -1.9507 -0.1435 1.6504 0.2023
H -3.2626 1.2301 -0.3360 0.3468
H -3.2292 -0.1968 -1.1987 0.3581

=====

Stability summary - winner: *2*; margin: 0.0367 hartree.